65
Properties=species:S:1:pos:R:3:forces:R:3 method="wB97M-V/def2-TZVPD" spin_multiplicity=1 e_lumo_ha=-0.133 max_force_ha_per_bohr=0.1369 charge=0 energy_ha=-4919.5103 orbital_gap_ev=1.89
C -0.18473 -2.19242 -0.73941 1.1 0.1 2.5
C -1.15914 -1.81348 0.45981 -0.9 -0.5 -0.8
C -2.02038 -3.03592 1.10936 -0.9 1.1 -1.6
C -1.36200 -0.50458 1.01764 0.4 -1.2 0.8
C -0.30490 0.25504 1.93798 -0.4 1.6 -2.7
C 0.78929 0.99105 0.95612 -0.3 0.3 0.5
C 2.30173 0.55652 1.17584 -0.5 -1.3 -0.8
C 2.56683 -0.95233 0.67774 0.6 1.2 0.1
C 3.41453 1.47048 0.54821 1.3 0.0 1.1
C 2.98292 2.90015 0.10696 0.9 -0.4 0.4
P 2.01758 3.07601 -1.53945 -2.1 2.6 3.1
O 2.10430 1.36533 -1.86257 -0.1 -1.2 -2.9
B 1.94378 0.91190 -3.16959 0.2 -0.8 0.3
O 1.92649 -0.55908 -3.30517 0.8 1.2 0.4
O 1.84805 1.60051 -4.40474 -0.9 -0.8 1.7
P 3.87548 3.55369 -2.72473 -1.4 5.8 -3.7
O 4.50769 5.04865 -2.13941 1.4 -3.0 2.3
Cl 5.46056 2.12712 -2.31011 2.1 -2.4 1.9
H -0.75095 -2.61274 -1.63145 0.5 0.5 0.8
H 0.41945 -1.28605 -1.02318 -0.8 -1.0 -0.2
H 0.54385 -2.97660 -0.36966 -0.7 0.6 -0.9
H -1.53696 -3.43809 2.05576 -0.7 0.8 -1.1
H -3.06772 -2.64002 1.39934 1.2 -0.7 0.3
H -2.14704 -3.92786 0.37074 0.3 1.1 0.9
H -2.36711 -0.00666 0.81178 0.9 -0.8 1.9
H 0.17081 -0.43333 2.71485 -2.8 0.2 -2.2
H -0.89808 1.07066 2.46532 0.9 -1.3 -0.2
H 0.67102 2.10634 1.14180 0.4 -1.4 -0.4
H 0.42090 0.77723 -0.09613 1.1 0.4 1.2
H 2.47963 0.51140 2.32670 0.6 1.2 -1.8
H 3.65884 -1.19358 0.89806 -1.4 0.0 -0.1
H 2.49599 -0.93373 -0.45742 -0.3 -0.2 1.5
H 1.85226 -1.69590 1.15049 0.7 0.4 -0.6
H 4.19700 1.61417 1.37531 -1.0 -0.2 -0.9
H 3.97736 0.84134 -0.21802 -1.0 0.9 0.6
H 3.93443 3.52361 -0.01710 -1.1 -0.8 0.4
H 2.41755 3.39302 0.98313 0.8 -0.1 -1.0
H 1.16744 3.34628 -2.66919 0.8 -0.5 -0.5
H 1.96176 4.51087 -1.26914 0.3 -0.2 -0.1
H 0.78470 2.97671 -0.74931 -0.1 -0.3 -0.3
H 2.85394 -0.79100 -3.09398 -0.8 -0.2 -0.1
H 1.21147 1.08190 -4.93325 0.8 0.3 0.0
H 4.09224 5.28755 -1.28298 0.1 -0.1 -0.4
Ca -3.36408 -2.22544 -1.06470 0.8 0.4 0.4
O -2.58229 -1.35380 3.86783 1.4 -0.1 0.1
H -2.44704 -1.21236 2.92649 -0.3 0.2 -0.2
Ca 1.66697 -0.43016 3.76360 0.3 -0.1 1.7
C -1.91585 -2.22988 -6.49751 0.0 0.2 0.7
C -2.03409 -1.88617 -5.05312 0.0 0.2 0.7
N -2.12596 -1.61854 -3.92716 -0.3 -0.7 -1.0
H -1.36441 -1.44709 -7.01922 0.0 0.0 0.1
H -1.38587 -3.17603 -6.60948 0.0 0.1 0.1
H -2.90920 -2.32154 -6.93743 0.0 0.0 0.1
O -5.66287 -2.00834 3.03476 0.1 0.0 -0.5
C -6.28781 -1.97743 4.20572 -0.4 0.0 -0.7
C -5.33103 -2.58938 5.34496 0.6 2.3 -1.0
O -5.95628 -2.57535 6.52456 -0.5 -0.4 2.1
H -7.23730 -2.54376 4.28216 0.2 -0.6 -0.1
H -6.59020 -0.98329 4.58541 0.5 0.2 0.1
H -4.38917 -2.02043 5.27505 -0.2 0.2 0.3
H -5.02376 -3.57706 4.96954 -1.1 -0.4 0.5
Al 7.15970 3.16766 -3.39982 -0.1 0.5 -0.2
Cl 2.89891 5.56294 -3.87718 -1.6 -0.4 -1.4
Cl -7.00115 -0.89840 7.34134 1.1 -1.4 -1.5
F 2.63191 4.43967 2.58724 -0.2 -0.8 0.0


14
Properties=species:S:1:pos:R:3:forces:R:3 method="wB97M-V/def2-TZVPD" e_above_lowest_kcal_mol=111.0 spin_multiplicity=1 e_lumo_ha=-0.006 max_force_ha_per_bohr=0.1989 charge=0 energy_ha=-374.8844 orbital_gap_ev=8.81
H -0.83317 0.23966 1.59775 -2.3 -0.5 0.1
N 0.06838 0.15036 1.93729 5.9 -2.0 -2.4
C 0.83823 -0.22170 0.86993 -0.1 2.4 3.3
N 2.26088 -0.38332 0.83646 -0.8 1.0 -2.8
N 0.37498 -0.24858 -0.41143 5.9 -2.3 -0.5
C -0.81671 0.24807 -0.72502 -2.8 -0.7 -0.8
C -1.57004 -0.50123 -1.60573 -2.8 4.5 0.0
C -1.19360 1.37830 0.27025 -8.5 3.9 2.5
N -2.06403 2.03440 0.93896 7.2 -4.8 -5.5
H 2.72502 -0.60027 1.68257 0.6 0.2 0.5
H 2.80921 0.05654 -0.05127 -1.8 -1.4 3.5
H 1.19150 -0.73041 -1.00113 -3.4 1.5 0.8
H -2.55303 -0.15791 -2.11448 1.5 0.0 1.6
H -1.23763 -1.26391 -2.22415 1.5 -1.7 -0.2


40
Properties=species:S:1:pos:R:3:forces:R:3 method="wB97M-V/def2-TZVPD" spin_multiplicity=1 e_lumo_ha="-0.207 / -0.207" max_force_ha_per_bohr=0.0645 charge=+1 energy_ha=-1533.7649 orbital_gap_ev="5.80 / 5.80"
C -0.08008 0.43675 -1.84997 -1.5 1.4 -1.1
C 0.08230 -0.12570 -3.08601 -0.1 -0.4 -1.0
C 0.12422 -1.54016 -3.26986 -0.3 -0.3 -0.3
C -0.31021 -2.39559 -2.21153 -0.1 -0.2 -1.0
C -0.46858 -1.91454 -0.93741 -1.6 -0.9 0.3
Pb 1.37827 -0.76931 -0.76931 2.7 0.4 1.9
P 0.34479 2.65374 0.41917 0.2 0.3 0.8
H -0.41807 1.47512 -1.66699 0.2 -1.0 -0.2
H 0.20884 0.49109 -3.99219 0.0 -0.2 0.4
H 0.29870 -1.95009 -4.28170 -0.1 0.3 0.8
H -1.07251 -2.38477 -0.14813 0.3 0.3 -0.5
H -0.50179 -3.45469 -2.45812 0.2 0.5 0.2
H -0.83651 3.01586 1.12697 0.3 -0.1 -0.1
H 0.33950 3.78054 -0.43121 0.0 0.0 -0.1
H 1.28050 3.21926 1.32124 -0.2 0.0 0.0
C -1.55531 2.63893 4.49320 -0.2 0.1 0.3
C -0.15613 2.29827 4.06758 0.3 -0.1 -0.4
O -0.03830 1.10565 3.25911 -0.5 -1.1 -0.4
P -1.29271 -0.01966 3.15187 0.4 0.5 0.9
O -1.45877 -0.49748 4.70117 0.3 -0.4 -0.2
C -0.51069 -1.25255 5.52402 -0.7 0.2 -0.1
C 0.86740 -0.66581 5.60114 0.5 0.0 0.1
O -0.40276 -1.25279 2.50632 0.2 0.0 0.0
C -0.86570 -2.63505 2.59862 0.1 0.8 0.0
C 0.37910 -3.47457 2.61021 0.3 -0.4 0.0
H -2.23494 2.72228 3.64268 0.0 0.0 0.0
H -1.49311 3.61112 4.98900 -0.2 -0.1 0.0
H -1.95153 1.89304 5.19314 0.0 0.3 -0.1
H 0.26031 3.10745 3.45292 -0.1 -0.2 0.2
H 0.48436 2.18622 4.95067 0.0 -0.1 -0.2
H -0.99906 -1.26069 6.50490 0.2 -0.1 -0.2
H -0.46682 -2.28527 5.16092 -0.1 0.2 0.1
H 0.85080 0.34501 6.02219 0.0 -0.2 -0.2
H 1.46608 -1.29216 6.27264 -0.1 0.1 0.0
H 1.37169 -0.66783 4.62691 -0.2 0.2 0.2
H -1.44570 -2.79390 3.51803 0.0 0.2 -0.4
H -1.50677 -2.84934 1.73470 0.0 0.0 0.2
H 1.03970 -3.15097 3.42680 -0.2 -0.2 -0.2
H 0.11960 -4.52654 2.74846 0.1 0.0 0.1
H 0.92898 -3.40179 1.66272 -0.1 0.1 0.2


18
Properties=species:S:1:pos:R:3:forces:R:3 method="wB97M-V/def2-TZVPD" e_above_lowest_kcal_mol=89.7 spin_multiplicity=1 e_lumo_ha=0.132 max_force_ha_per_bohr=0.0991 charge=-1 energy_ha=-438.8422 orbital_gap_ev=7.29
O 2.74597 0.03848 2.35947 -1.6 -0.7 0.5
C 1.53547 -0.00503 2.12871 1.8 1.5 -0.9
C 1.06278 0.35666 0.75756 -0.4 -0.9 -1.6
C -0.00258 -0.54116 -0.04751 1.0 -0.3 -0.1
C -0.53863 0.38670 -1.27185 -0.3 -2.5 1.7
O -1.61412 -0.20181 -1.79966 -1.2 -0.3 -0.7
N 2.15018 0.81055 -0.18159 -3.7 1.0 3.4
H 0.75662 -0.02555 2.93128 0.4 -0.5 -0.3
H 0.45559 1.21510 0.87704 -0.7 1.3 0.9
H -0.93054 -0.99058 0.42458 1.1 1.1 0.2
H 0.59051 -1.44134 -0.38518 -0.7 0.8 -0.2
H -0.78372 1.35786 -0.83735 0.4 0.7 0.2
H 0.31586 0.43877 -1.94485 0.2 0.5 -0.7
H 1.87836 0.62856 -1.06981 -0.4 -0.8 -3.1
H 3.03425 0.61723 0.07883 3.3 -1.1 1.0
H -4.23907 -0.64323 -0.66601 -2.1 1.2 -0.3
H -2.78703 -0.71082 -0.95252 -0.4 -1.7 0.9
O -3.62989 -1.29039 -0.40114 3.3 0.7 -1.0


89
Properties=species:S:1:pos:R:3:forces:R:3 method="wB97M-V/def2-TZVPD" e_above_lowest_kcal_mol=0.0 spin_multiplicity=4 e_lumo_ha="-0.058 / -0.058" max_force_ha_per_bohr=0.0796 charge=+1 energy_ha=-4962.6606 orbital_gap_ev="7.21 / 9.55"
V 14.32795 0.55146 3.46473 -1.0 -0.2 0.9
O 18.11408 1.42471 4.44790 0.5 -0.4 -0.2
C 16.89538 1.27664 3.94835 -3.4 -1.3 -1.9
O 16.53996 0.40199 3.07488 2.9 -0.2 0.6
O 15.92692 1.97355 4.32758 0.4 1.7 1.8
H 18.03938 2.03552 5.19263 0.0 0.1 -0.1
C 11.13985 3.38410 5.81424 -2.1 -0.1 0.2
O 11.84065 4.29492 4.99071 1.7 -0.8 -1.2
P 12.57240 3.81748 3.63727 -0.4 -0.4 0.2
O 13.10495 2.42642 3.53020 -0.1 1.1 0.5
O 11.42951 4.05578 2.59613 -0.6 -0.1 -0.2
C 11.62354 3.72155 1.21731 0.1 0.9 -0.3
O 13.55877 4.98972 3.30549 0.1 -0.4 -0.2
C 14.90820 4.97213 3.78247 0.7 -0.3 1.3
H 11.09628 2.34320 5.49243 1.0 0.0 -0.1
H 10.07922 3.66551 5.74870 0.2 0.2 0.2
H 11.43570 3.48488 6.85163 0.3 -0.1 -0.1
H 11.63428 4.65764 0.65506 0.0 0.0 0.1
H 10.77144 3.15042 0.86007 0.1 -0.3 0.2
H 12.58581 3.24593 1.03904 -0.2 -0.4 0.2
H 15.41280 4.00587 3.69543 -0.4 0.0 -0.5
H 14.88805 5.14494 4.86385 0.0 0.3 -0.1
H 15.48938 5.75066 3.30081 -0.3 0.1 -0.2
C 14.09963 3.33466 7.74486 -0.9 -0.2 0.5
O 14.51472 1.97156 7.78863 0.0 -1.4 -0.1
P 13.62788 0.74049 7.24396 0.8 1.4 1.1
O 13.78037 0.50692 5.81424 -0.2 0.0 -1.1
O 14.05056 -0.53093 8.08886 -0.4 0.5 0.3
C 15.38171 -1.05010 8.00133 0.3 -0.4 0.1
O 12.19370 1.16294 7.81020 1.0 -0.7 -0.6
C 11.17448 0.18296 7.83507 -1.5 -1.0 0.7
H 13.86471 3.61237 6.71804 0.2 0.3 0.1
H 14.83593 3.97646 8.22075 0.4 -0.2 -0.4
H 13.21586 3.41397 8.38582 -0.1 0.2 -0.3
H 15.37505 -2.13728 7.91067 -0.5 0.1 -0.4
H 15.90762 -0.90147 8.94402 0.0 0.6 -0.1
H 15.88051 -0.60231 7.14422 0.3 -0.1 0.1
H 11.41785 -0.81143 7.45630 0.6 0.3 -0.3
H 10.27760 0.50141 7.29745 0.3 0.3 -0.1
H 10.86663 0.00849 8.87058 0.2 0.3 0.0
C 10.33872 -2.71114 5.52345 -1.3 -1.5 1.4
O 10.76050 -1.45063 5.07331 0.4 0.5 -0.8
P 11.06819 -1.11964 3.54059 -0.4 -0.3 0.2
O 12.34677 -0.41365 3.34774 -0.7 0.1 0.0
O 10.89419 -2.51120 2.80735 0.8 0.7 0.7
C 11.58021 -2.75224 1.56334 -0.4 0.1 -0.5
O 9.78699 -0.31854 3.02517 0.6 -0.5 -0.2
C 9.62622 1.06583 3.31276 1.2 0.3 1.5
H 9.31359 -2.98152 5.24551 0.3 0.1 -1.0
H 10.16838 -2.72990 6.60813 0.7 0.8 0.0
H 11.02986 -3.53115 5.33986 0.1 0.2 -0.5
H 10.74732 -2.84482 0.86410 0.5 -0.2 -0.4
H 12.19807 -3.64716 1.61437 -0.4 -0.2 0.3
H 12.24986 -1.94208 1.27221 -0.2 0.2 0.2
H 9.13595 1.56749 2.49028 -0.3 -0.1 0.1
H 10.59146 1.53147 3.53631 0.3 0.0 -0.9
H 9.19028 1.16640 4.31279 -1.0 0.0 -0.5
C 14.40036 2.56463 -0.82112 0.5 1.1 -1.3
O 14.99510 1.27495 -0.90841 -0.4 -1.2 1.1
P 14.37197 0.05546 -0.07143 0.8 -0.5 -0.9
O 14.40220 0.14159 1.39354 -0.4 0.2 -0.9
O 15.16702 -1.21947 -0.62942 -0.3 1.1 0.8
C 16.18599 -1.21422 -1.61585 0.3 -0.3 -1.6
O 12.90228 -0.14267 -0.62646 0.3 0.3 0.4
C 12.63344 -0.26308 -2.02956 -0.2 -0.1 -0.4
H 14.64154 3.14164 0.07234 -0.1 -0.6 0.3
H 13.33310 2.56228 -1.05190 0.0 -0.2 0.3
H 14.89207 3.09380 -1.64458 -0.2 0.1 0.1
H 16.04812 -0.42557 -2.35802 -0.1 0.1 0.3
H 16.08738 -2.14802 -2.17173 0.0 -0.1 0.2
H 17.22113 -1.15483 -1.28004 -0.3 0.1 0.7
H 11.96315 -1.10918 -2.15201 0.0 0.0 0.0
H 13.51118 -0.42642 -2.65505 0.2 -0.1 0.3
H 12.15390 0.64036 -2.40246 -0.1 0.1 0.2
C 17.59525 -3.97151 3.88049 0.0 -1.5 -0.8
C 17.19747 -3.89930 2.37361 -2.0 0.3 -1.1
C 15.97766 -2.93180 2.17532 0.9 0.2 0.7
S 15.09839 -2.99003 3.73961 0.8 0.3 -1.2
O 14.16798 -4.11209 3.81597 0.7 1.2 0.0
O 14.66995 -1.62012 3.96208 -0.6 -0.5 0.7
C 16.55039 -3.30802 4.75316 -0.5 0.9 0.3
H 18.60145 -3.61706 4.08386 -0.1 0.4 0.0
H 17.62870 -5.04877 4.05014 0.1 0.1 0.5
H 16.80522 -4.85632 2.02528 0.4 -0.3 0.3
H 17.93502 -3.62167 1.62455 0.5 0.1 0.5
H 15.26063 -3.05393 1.36726 0.2 -0.7 -0.1
H 16.34720 -1.91067 2.06248 -0.2 0.2 0.4
H 16.11862 -3.78777 5.63219 0.5 -0.5 -0.1
H 16.92734 -2.33519 5.07150 -0.3 0.1 -0.1